Density functional theory data (ωB97M-V/def2-TZVPD) for the molecule C17H22N2O5.

Structure (XYZ):
```
46
Properties=species:S:1:pos:R:3
C 2.4299 0.1555 2.3569
O 3.5247 -0.3357 1.6200
C 4.4971 0.6344 1.2834
C 4.0732 1.6207 0.1887
C 3.7699 0.9218 -1.1411
N 2.6583 0.0080 -1.0207
C 1.4029 0.3577 -1.4011
O 1.1709 1.3766 -2.0269
C 0.3623 -0.6333 -1.0043
C 0.6460 -1.9612 -1.0118
N -0.2451 -2.9206 -0.6548
C 0.1542 -4.3089 -0.7281
C -1.5348 -2.6260 -0.2248
O -2.2929 -3.5219 0.1123
C -1.8754 -1.2123 -0.2248
C -3.1709 -0.8532 0.1732
C -3.5744 0.4605 0.1763
O -4.8042 0.9066 0.5396
C -5.7620 -0.0460 0.9330
C -2.6547 1.4671 -0.2356
O -3.1390 2.7322 -0.2189
C -2.3021 3.7740 -0.6620
C -1.3777 1.1161 -0.6124
C -0.9630 -0.2230 -0.6207
H 1.7908 0.8137 1.7582
H 2.7677 0.6980 3.2470
H 1.8508 -0.7144 2.6623
H 4.7873 1.1940 2.1848
H 5.3590 0.0546 0.9406
H 4.8854 2.3335 0.0422
H 3.1901 2.1766 0.5081
H 3.4978 1.6607 -1.8985
H 4.6498 0.3647 -1.4780
H 2.7769 -0.7093 -0.3193
H 1.6078 -2.3320 -1.3371
H -0.6921 -4.9087 -0.3948
H 1.0109 -4.4957 -0.0788
H 0.4109 -4.5794 -1.7533
H -3.8280 -1.6558 0.4669
H -5.4376 -0.5994 1.8200
H -5.9792 -0.7533 0.1264
H -6.6607 0.5216 1.1689
H -1.9731 3.6148 -1.6931
H -1.4242 3.8854 -0.0174
H -2.9067 4.6779 -0.6080
H -0.6769 1.8634 -0.9424
```

## Properties
**Calculated total energy**: -1146.71820 Eh
**Maximum force**: 0.77 eV/A
**HOMO-LUMO gap**: 8.415 eV
**Energy above the lowest of the compared OMol25 structures with the same formula, charge and spin**: 165.4 kJ/mol
**Structure (SMILES)**: COCCCNC(=O)c1cn(C)c(=O)c2cc(OC)c(OC)cc12
**LUMO energy**: 0.65 eV

Density functional theory data (ωB97M-V/def2-TZVPD) for a structure of composition C5H8LiNaO3 in a non-equilibrium geometry.

Structure (XYZ):
```
18
Properties=species:S:1:pos:R:3
C 2.0102 2.0979 0.2731
C 2.5912 3.2073 -0.1650
H 1.5640 2.1477 1.2772
H 2.4669 0.7524 0.5758
H 2.8160 3.4386 -1.2120
Na 0.7804 1.0215 -3.0419
O -0.4710 -0.7959 0.5242
Li 1.1967 -2.0954 2.1014
O 1.6269 -0.5888 0.9279
C 0.6682 -0.2896 0.1571
O 0.7364 0.7706 -0.5708
C -1.4135 -1.3520 -0.4179
C -2.7621 -1.3051 0.2554
H -1.4063 -0.7138 -1.3138
H -1.1222 -2.3978 -0.5992
H -3.0993 -0.2652 0.3499
H -3.4770 -1.8578 -0.3672
H -2.7055 -1.7745 1.2459
```

## Properties
**Calculated total energy**: -590.16731 Eh
**Maximum force**: 4.72 eV/A
**HOMO-LUMO gap**: 8.616 eV
**Net charge**: +2
**Energy above the lowest of the compared OMol25 structures with the same formula, charge and spin**: 459.5 kJ/mol
**LUMO energy**: -8.73 eV

Density functional theory data (ωB97M-V/def2-TZVPD) for the molecule C2H4N2OS in a non-equilibrium geometry.

Structure (XYZ):
```
10
Properties=species:S:1:pos:R:3
C -0.6736 1.7118 -0.7605
C -0.3141 0.9267 0.3063
N 1.4097 1.3663 -1.3287
N 1.0003 -1.2086 -0.3343
O 0.2582 2.0163 -1.6160
S 1.3709 0.5058 0.0370
H -1.6836 1.9187 -1.0518
H -0.8050 0.5694 1.2423
H 1.6986 -1.9227 -0.5817
H 0.2555 -1.1600 -0.9504
```

## Properties
**Calculated total energy**: -661.38972 Eh
**Maximum force**: 3.68 eV/A
**HOMO-LUMO gap**: 9.012 eV
**Energy above the lowest of the compared OMol25 structures with the same formula, charge and spin**: 514.1 kJ/mol
**LUMO energy**: 0.88 eV

Density functional theory data (ωB97M-V/def2-TZVPD) for the molecule C4H10O2.

Structure (XYZ):
```
16
Properties=species:S:1:pos:R:3
C -2.1398 -0.6425 0.0897
C -0.9800 0.3114 0.3186
C 0.3483 -0.2340 -0.1610
O 0.2961 -0.4632 -1.5534
C 1.4436 0.7534 0.1818
O 2.6960 0.2812 -0.2866
H -3.0755 -0.2100 0.4567
H -2.2422 -0.8603 -0.9766
H -1.9696 -1.5894 0.6154
H -1.1521 1.2632 -0.1998
H -0.8757 0.5400 1.3885
H 0.5740 -1.1802 0.3667
H 1.2041 -0.6662 -1.8230
H 1.4983 0.8482 1.2762
H 1.2440 1.7460 -0.2408
H 3.1305 0.1026 0.5476
```

## Properties
**Calculated total energy**: -308.87162 Eh
**Maximum force**: 0.92 eV/A
**HOMO-LUMO gap**: 10.831 eV
**Energy above the lowest of the compared OMol25 structures with the same formula, charge and spin**: 69.7 kJ/mol
**Structure (SMILES)**: CC[C@@H](O)CO
**LUMO energy**: 0.78 eV

Density functional theory data (ωB97M-V/def2-TZVPD) for a structure of composition C3H5FOS in a non-equilibrium geometry.

Structure (XYZ):
```
11
Properties=species:S:1:pos:R:3
C -0.6073 -0.0039 -1.1402
C -0.7799 0.2077 0.4203
C 1.5480 -0.1903 0.9442
H -0.0552 -1.2584 -1.1531
H -0.0128 0.8966 -1.7897
H -0.8831 1.2816 0.8186
H -1.6302 -0.2632 0.9824
H 2.0554 -1.0329 1.3710
O 0.3121 -0.4439 1.0992
F -2.1920 -0.3157 -1.7964
S 2.2450 1.1224 0.2438
```

## Properties
**Calculated total energy**: -690.45540 Eh
**Maximum force**: 4.90 eV/A
**HOMO-LUMO gap**: 9.434 eV
**Energy above the lowest of the compared OMol25 structures with the same formula, charge and spin**: 352.5 kJ/mol
**LUMO energy**: 0.06 eV

Density functional theory data (ωB97M-V/def2-TZVPD) for a cluster of 2 separate species, C5H14 in total in a non-equilibrium geometry.

Structure (XYZ):
```
19
Properties=species:S:1:pos:R:3
C -0.7337 -1.9902 -1.3128
C -1.5949 -1.4718 -0.1580
C -0.9531 -1.6376 1.1976
H -1.1324 -2.8684 -1.8130
H -0.5503 -1.2325 -2.0843
H 0.2767 -2.2675 -0.9806
H -1.8883 -0.4385 -0.3684
H -2.5697 -1.9706 -0.2257
H 0.0019 -1.1205 1.2709
H -1.5803 -1.2575 2.0168
H -0.7699 -2.6943 1.4084
C 0.7066 2.3098 0.3631
C 2.1773 2.4004 -0.1091
H 0.2074 1.4484 -0.0633
H 0.5989 2.3765 1.4555
H 0.1512 3.1941 0.0328
H 2.8804 2.3598 0.7344
H 2.3418 3.3304 -0.6507
H 2.4306 1.5301 -0.7137
```

## Properties
**Calculated total energy**: -198.87684 Eh
**Maximum force**: 1.13 eV/A
**HOMO-LUMO gap**: 12.335 eV
**Energy above the lowest of the compared OMol25 structures with the same formula, charge and spin**: 32.3 kJ/mol
**Structure (SMILES)**: CCC.CC
**LUMO energy**: 1.11 eV